{"formula": "C41H57N3O12", "method": "ωB97M-V with the def2-TZVPD basis set", "orbital_gap_ev": 7.2, "e_homo_ha": -0.312, "smiles": "CCOC(=O)CCCN1C(=O)c2cc(CCCCOC(C)=O)c(C[C@H](O)CN)c(CCCNCc3ccccc3O)c2C1=O.O=C1CCCO1.O=C1CCCO1", "charge": 0, "elements": ["C", "C", "O", "C", "O", "C", "C", "C", "N", "C", "O", "C", "C", "C", "C", "C", "C", "C", "O", "C", "C", "O", "C", "C", "C", "O", "C", "N", "C", "C", "C", "C", "N", "C", "C", "C", "C", "C", "C", "C", "O", "C", "C", "O", "H", "H", "H", "H", "H", "H", "H", "H", "H", "H", "H", "H", "H", "H", "H", "H", "H", "H", "H", "H", "H", "H", "H", "H", "H", "H", "H", "H", "H", "H", "H", "H", "H", "H", "H", "H", "H", "H", "H", "H", "H", "H", "H", "H", "H", "O", "C", "O", "C", "C", "C", "H", "H", "H", "H", "H", "H", "O", "C", "O", "C", "C", "C", "H", "H", "H", "H", "H", "H"], "xyz": [[-7.317, 1.667, 6.377], [-6.718, 0.696, 5.169], [-7.106, 1.140, 3.821], [-6.059, 1.952, 3.177], [-5.244, 2.708, 3.964], [-5.796, 2.083, 1.555], [-6.296, 0.793, 0.675], [-5.100, 0.196, -0.315], [-5.103, 0.817, -1.704], [-4.844, -0.157, -2.873], [-5.850, -0.565, -3.650], [-3.229, -0.434, -2.901], [-2.312, -1.619, -3.564], [-0.659, -1.451, -3.371], [0.380, -2.580, -4.034], [1.316, -1.975, -5.237], [2.823, -2.666, -5.332], [4.054, -1.615, -5.063], [5.292, -2.406, -4.759], [6.146, -1.661, -3.803], [6.281, -1.962, -2.197], [6.916, -0.671, -4.328], [-0.031, -0.150, -2.528], [1.577, 0.061, -2.284], [2.272, -1.037, -1.275], [3.035, -2.105, -2.002], [1.254, -1.646, -0.129], [0.706, -3.021, -0.440], [-1.065, 1.004, -1.900], [-0.521, 2.357, -1.089], [-0.327, 3.509, -2.285], [0.791, 4.649, -1.912], [2.009, 4.375, -2.797], [3.295, 4.777, -2.109], [3.924, 3.619, -1.116], [3.293, 3.475, 0.395], [3.894, 2.322, 1.433], [5.151, 1.341, 0.996], [5.795, 1.503, -0.535], [5.168, 2.610, -1.570], [5.734, 2.695, -2.932], [-2.689, 0.880, -2.083], [-3.939, 1.826, -1.605], [-3.960, 3.123, -1.271], [-8.410, 1.314, 6.698], [-7.395, 2.797, 6.026], [-6.654, 1.573, 7.353], [-7.249, -0.361, 5.334], [-5.570, 0.497, 5.312], [-6.346, 3.040, 1.141], [-4.647, 2.256, 1.379], [-7.282, 1.044, 0.067], [-6.538, -0.089, 1.435], [-5.248, -0.975, -0.486], [-4.086, 0.391, 0.283], [-2.816, -2.503, -4.145], [0.980, -3.175, -3.205], [-0.335, -3.392, -4.537], [1.381, -0.792, -5.258], [0.772, -2.269, -6.258], [2.963, -3.055, -6.452], [2.937, -3.626, -4.655], [3.907, -0.900, -4.147], [4.269, -0.904, -5.997], [7.400, -1.873, -1.793], [5.869, -3.036, -1.904], [5.647, -1.192, -1.540], [2.089, 0.010, -3.358], [1.866, 1.139, -1.865], [3.110, -0.437, -0.672], [3.558, -2.617, -1.296], [0.383, -0.915, 0.168], [1.919, -1.769, 0.855], [-0.085, -3.002, -1.121], [1.446, -3.711, -0.695], [-1.424, 2.652, -0.367], [0.465, 2.143, -0.497], [0.092, 2.895, -3.219], [-1.368, 3.948, -2.650], [0.350, 5.690, -2.276], [1.040, 4.718, -0.770], [1.953, 4.967, -3.663], [3.073, 5.758, -1.499], [4.083, 5.004, -2.965], [2.415, 4.137, 0.836], [3.429, 2.234, 2.503], [5.580, 0.527, 1.744], [6.697, 0.787, -0.789], [6.742, 2.614, -2.876], [3.422, -2.726, 2.271], [2.868, -2.688, 3.357], [2.190, -1.605, 3.839], [1.768, -1.874, 5.175], [1.750, -3.375, 5.293], [2.868, -3.792, 4.371], [2.481, -1.411, 5.866], [0.778, -1.439, 5.343], [1.875, -3.728, 6.320], [0.797, -3.766, 4.914], [3.834, -3.807, 4.883], [2.663, -4.758, 3.902], [-1.904, -3.235, 4.862], [-2.496, -2.360, 4.251], [-3.841, -2.139, 4.332], [-4.204, -1.116, 3.407], [-2.936, -0.347, 3.147], [-1.873, -1.408, 3.276], [-4.597, -1.588, 2.500], [-4.983, -0.484, 3.843], [-2.931, 0.162, 2.179], [-2.794, 0.411, 3.927], [-1.700, -1.928, 2.329], [-0.940, -0.997, 3.667]], "forces_ev_per_a": [[-0.4, 0.0, 0.0], [-0.8, -0.9, 2.4], [3.6, 1.3, -1.4], [3.4, 3.8, 4.3], [-5.0, -5.0, -4.7], [-0.8, -0.4, -0.4], [0.0, -0.8, 0.3], [-0.9, -1.0, 1.1], [1.5, 1.4, 0.1], [-2.9, -1.7, -2.6], [6.7, 2.4, 5.1], [1.6, 1.2, 0.5], [1.7, 4.1, 2.3], [-1.7, 2.0, 1.2], [-1.5, -0.2, 0.0], [0.0, -0.3, -1.1], [0.4, 0.0, -0.8], [-0.2, 0.8, 0.1], [0.7, 2.1, 2.8], [3.7, 4.8, -3.3], [-0.5, -0.7, 0.7], [-5.0, -6.3, 3.5], [-3.7, 0.1, -0.1], [0.2, -0.4, -0.9], [0.8, 1.1, 1.2], [-0.5, 0.3, 2.1], [1.0, -0.5, 0.8], [0.0, 1.0, -0.1], [-1.3, -1.7, -1.0], [-1.4, -0.6, -1.2], [0.3, -1.0, -0.3], [-1.2, 0.6, -1.5], [0.6, 0.9, 1.1], [0.9, 0.0, -0.1], [0.5, -1.9, 2.4], [3.4, -3.2, -0.7], [1.8, 0.3, -3.6], [-1.9, 3.2, -2.8], [-3.2, 2.0, 1.9], [-0.4, -0.7, 2.7], [0.1, 0.1, 3.4], [3.1, -2.9, -1.7], [1.1, 2.9, -0.4], [-0.1, -8.5, -1.8], [2.4, 0.7, -0.9], [0.4, -2.5, 0.8], [-1.2, 0.3, -2.2], [1.1, 2.3, -0.7], [-2.3, 0.9, -0.5], [1.1, -1.8, 1.2], [-2.3, -0.3, 0.8], [2.3, -0.6, 1.2], [0.4, 1.9, -1.6], [0.3, 2.5, 0.6], [-1.9, -0.6, -1.5], [1.2, 2.0, 1.3], [-1.1, 1.7, -1.6], [1.5, 1.8, 1.1], [-0.1, -2.5, 0.3], [1.1, 0.8, 2.3], [-0.3, 0.8, 2.5], [-0.3, 2.2, -1.1], [-0.2, -1.5, -1.7], [-0.5, -1.8, 1.9], [-2.4, -0.1, -1.5], [0.9, 2.2, -0.9], [1.2, -1.5, -1.9], [-1.0, 0.0, 2.4], [-1.1, -2.3, -0.9], [-1.9, -1.0, -1.3], [-1.2, 1.3, -1.4], [1.7, -1.4, -1.0], [-1.4, 0.3, -2.2], [1.3, 0.0, 0.6], [-1.0, 1.1, 0.1], [2.2, -0.5, -1.5], [-1.9, 0.4, -1.2], [-0.7, 1.5, 2.0], [2.1, -0.9, 1.2], [0.8, -2.0, 1.2], [-0.4, -0.3, -2.3], [-0.1, -0.9, 1.3], [0.9, -1.8, -0.8], [-1.5, -0.5, 2.0], [2.1, -1.4, -1.3], [1.0, 0.1, -2.3], [-1.1, 2.0, -1.8], [-2.0, 1.8, 0.2], [-2.1, 0.0, 0.2], [-1.0, 0.6, 1.4], [1.0, 0.0, -1.5], [0.5, -0.4, -0.9], [-0.4, 0.3, 0.7], [-0.5, -0.6, 0.5], [-0.3, -0.3, 0.2], [0.0, 0.0, -0.1], [0.2, 0.1, -0.2], [-0.1, 0.1, -0.1], [0.1, 0.1, 0.1], [0.0, -0.1, -0.2], [0.4, 0.2, 0.0], [-1.3, 1.3, -0.6], [0.9, -1.6, 0.8], [0.7, -0.4, 0.4], [-0.6, 0.4, -0.3], [0.2, 0.9, -0.3], [0.1, 0.5, -0.1], [0.0, 0.0, 0.0], [0.2, -0.4, -0.1], [-0.1, 0.0, 0.1], [-0.1, 0.0, -0.2], [0.2, -0.1, 0.1], [0.0, -0.4, -0.2]]}